[1]
This record from OMol25 describes a 8-piece molecular cluster, C38H47Cl2F7IN2O26S overall in a non-equilibrium geometry. The level of theory is wB97M-V/def2-TZVPD.

* multiplicity: 1
* Kohn-Sham gap: 7.60 eV
* LUMO: -0.1808 Ha
* net charge: +1
* E_HOMO: -12.52 eV

Atoms and positions in Å:
C  -2.60  2.69  2.03
C  -3.02  1.17  1.47
O  -2.38  1.01  0.13
C  -2.37  -0.44  -0.26
O  -3.14  -1.35  0.40
C  -1.40  -1.06  -1.45
C  -1.51  -0.23  -2.88
C  0.01  -0.04  -3.50
C  0.52  1.45  -3.09
C  1.09  1.72  -1.54
C  1.52  3.29  -1.40
C  2.16  3.67  0.10
C  3.68  3.06  0.18
C  4.57  3.92  1.27
C  5.31  5.14  0.44
S  4.36  6.76  0.45
O  3.41  6.95  -0.77
O  5.36  7.98  0.41
O  3.50  6.92  1.96
N  1.46  4.43  -2.32
N  0.99  4.19  -3.58
I  0.98  5.92  -4.75
C  0.57  2.82  -3.98
C  0.06  2.61  -5.56
Cl  1.42  2.93  -6.81
C  -1.35  3.42  -5.89
C  -2.18  2.49  -7.00
Cl  -2.29  3.68  -4.30
H  -1.51  2.59  2.47
H  -3.32  3.06  2.90
H  -2.65  3.43  1.12
H  -2.63  0.40  2.27
H  -4.19  1.12  1.33
H  -0.32  -1.09  -0.99
H  -1.68  -2.19  -1.72
H  -1.88  0.87  -2.58
H  -2.27  -0.71  -3.63
H  0.12  -0.34  -4.63
H  0.70  -0.81  -2.90
H  1.16  0.89  -0.72
H  1.48  3.05  0.87
H  2.10  4.82  0.34
H  3.65  1.89  0.42
H  4.13  3.15  -0.92
H  3.81  4.32  2.10
H  5.41  3.26  1.78
H  6.33  5.35  1.03
H  5.59  4.84  -0.66
H  4.10  6.43  2.63
H  -0.23  1.47  -5.78
H  -1.12  4.44  -6.47
H  -2.46  1.45  -6.50
H  -3.15  3.05  -7.41
H  -1.45  2.26  -7.90
C  4.90  7.99  -3.06
C  6.38  7.85  -3.21
O  6.54  7.57  -4.58
C  5.49  8.18  -5.20
O  5.43  8.39  -6.40
O  4.51  8.52  -4.31
F  6.84  6.80  -2.50
H  4.40  7.02  -2.91
H  4.62  8.66  -2.25
H  6.94  8.75  -2.95
C  -1.29  -3.27  4.67
C  -1.95  -2.21  3.86
O  -0.91  -1.31  3.57
C  0.22  -2.07  3.54
O  1.28  -1.71  3.06
O  0.02  -3.30  4.12
F  -2.88  -1.55  4.59
H  -1.23  -3.01  5.73
H  -1.78  -4.24  4.57
H  -2.40  -2.57  2.93
C  -4.55  4.79  -1.86
C  -5.38  5.95  -2.26
O  -6.62  5.71  -1.62
C  -6.30  5.00  -0.51
O  -7.06  4.84  0.44
O  -5.03  4.49  -0.56
F  -5.59  5.96  -3.60
H  -4.69  3.92  -2.51
H  -3.48  5.03  -1.83
H  -4.98  6.92  -1.94
C  3.45  1.04  -11.22
C  2.61  2.21  -11.62
O  1.38  1.97  -10.99
C  1.69  1.26  -9.87
O  0.93  1.10  -8.92
O  2.96  0.75  -9.93
F  2.41  2.22  -12.96
H  3.30  0.17  -11.87
H  4.51  1.28  -11.19
H  3.01  3.18  -11.30
C  -1.63  -6.97  7.75
C  -2.52  -5.83  8.09
O  -2.69  -5.16  6.85
C  -2.57  -6.14  5.91
O  -2.93  -6.01  4.75
O  -2.02  -7.28  6.42
F  -1.91  -4.98  8.94
H  -0.57  -6.70  7.76
H  -1.78  -7.83  8.41
H  -3.50  -6.12  8.48
C  -0.75  -8.90  2.14
C  -1.76  -9.80  2.76
O  -1.00  -10.54  3.70
C  0.01  -9.71  4.07
O  0.71  -9.88  5.05
O  0.14  -8.66  3.20
F  -2.27  -10.66  1.85
H  -0.22  -9.37  1.31
H  -1.20  -7.96  1.78
H  -2.57  -9.28  3.28
C  -1.01  -11.06  9.68
C  -1.44  -11.33  11.08
O  -1.84  -10.05  11.55
C  -2.27  -9.39  10.44
O  -2.94  -8.37  10.47
O  -1.86  -10.01  9.29
F  -0.40  -11.75  11.84
H  0.03  -10.73  9.61
H  -1.14  -11.93  9.03
H  -2.28  -12.03  11.17

---

[2]
This record from OMol25 describes C44H52F6N6O2PSSbSc as an isolated structure in a non-equilibrium geometry. The level of theory is wB97M-V/def2-TZVPD.

* multiplicity: 2
* Kohn-Sham gap (spin up / spin down): 2.85 / 6.93 eV
* LUMO (spin up / spin down): -0.0346 / -0.0329 Ha
* E_HOMO (spin up / spin down): -3.80 / -7.83 eV

Atoms and positions in Å:
Sc  1.49  -0.43  0.05
N  2.53  1.76  0.26
C  2.06  3.12  0.17
C  3.05  4.11  0.17
C  2.72  5.47  0.16
C  1.38  5.83  0.13
C  0.41  4.86  0.04
C  0.74  3.50  -0.05
C  -0.36  2.53  -0.32
C  -1.62  3.13  -0.58
C  -2.84  2.53  -0.21
C  -2.76  1.26  0.34
C  -1.53  0.59  0.40
C  -0.31  1.17  0.08
H  2.97  1.61  1.20
H  3.40  1.69  -0.32
H  4.11  3.81  0.25
H  3.52  6.24  0.24
H  1.12  6.90  0.18
H  -0.63  5.14  0.12
H  -1.59  4.14  -1.04
H  -3.78  3.06  -0.33
H  -3.65  0.77  0.70
H  -1.53  -0.45  0.75
C  3.15  -3.53  1.76
O  2.70  -3.74  0.41
C  2.13  -2.78  -0.27
C  2.10  -3.19  -1.70
H  3.01  -4.50  2.28
H  2.60  -2.73  2.23
H  4.24  -3.34  1.70
H  3.09  -2.99  -2.14
H  1.40  -2.58  -2.27
H  1.79  -4.24  -1.81
F  3.62  -0.59  0.03
Sb  5.62  -0.18  0.30
F  7.48  0.28  0.46
F  4.98  0.94  1.75
F  5.71  -1.65  1.54
F  5.23  1.30  -0.85
F  5.86  -1.27  -1.27
O  1.32  -0.62  2.05
S  0.59  0.50  3.13
C  1.52  0.34  4.66
C  2.31  -0.75  4.99
C  2.60  -1.01  6.33
C  2.19  -0.10  7.29
C  1.57  1.09  6.92
C  1.20  1.29  5.62
C  -0.96  -0.35  3.56
C  -2.14  0.36  3.79
C  -3.33  -0.31  4.01
C  -3.31  -1.71  4.05
C  -2.15  -2.40  3.86
C  -0.94  -1.73  3.65
H  2.71  -1.38  4.20
H  3.19  -1.89  6.61
H  2.37  -0.30  8.33
H  1.44  1.83  7.70
H  0.65  2.18  5.32
H  -2.09  1.46  3.81
H  -4.24  0.24  4.15
H  -4.27  -2.26  4.20
H  -2.17  -3.49  3.85
H  0.00  -2.28  3.62
C  0.36  -1.58  -5.18
C  1.66  -0.80  -4.96
P  1.81  0.17  -3.38
C  0.82  1.70  -3.81
C  1.39  2.69  -4.83
C  3.58  0.70  -3.53
C  4.22  0.67  -4.91
H  0.52  -2.19  -6.07
H  -0.49  -0.94  -5.42
H  0.07  -2.24  -4.34
H  1.81  -0.07  -5.74
H  2.48  -1.50  -5.07
H  0.67  2.20  -2.84
H  -0.17  1.33  -4.07
H  2.26  3.24  -4.42
H  0.63  3.45  -5.01
H  1.66  2.26  -5.79
H  4.14  0.07  -2.84
H  3.70  1.72  -3.11
H  4.44  -0.35  -5.25
H  5.19  1.19  -4.88
H  3.68  1.17  -5.70
C  -2.02  -1.07  -2.46
C  -1.96  -2.17  -1.49
N  -0.85  -2.49  -0.87
C  -1.18  -3.49  0.02
C  -2.51  -3.80  -0.08
N  -3.02  -2.98  -1.08
C  -4.39  -3.00  -1.58
N  -5.19  -1.78  -1.54
N  -5.37  -1.10  -2.70
N  -6.00  0.01  -2.48
C  -6.33  0.06  -1.16
C  -6.82  1.13  -0.44
C  -6.83  0.96  0.96
C  -6.51  -0.26  1.56
C  -5.95  -1.31  0.84
C  -5.87  -1.13  -0.53
H  -0.99  -0.67  -2.50
H  -2.69  -0.27  -2.11
H  -2.34  -1.39  -3.45
H  -0.45  -3.93  0.66
H  -3.09  -4.55  0.39
H  -4.91  -3.77  -0.94
H  -4.45  -3.33  -2.65
H  -7.16  2.00  -1.02
H  -7.06  1.80  1.59
H  -6.68  -0.40  2.60
H  -5.51  -2.17  1.34

---

[3]
This record from OMol25 describes C11H17B2N7Ru as an isolated structure in a non-equilibrium geometry. The level of theory is wB97M-V/def2-TZVPD.

* energy above the lowest of the compared OMol25 structures with the same formula, charge and spin: 77.8 kcal/mol
* multiplicity: 5
* Kohn-Sham gap (spin up / spin down): 6.50 / 3.98 eV
* LUMO (spin up / spin down): -0.3113 / -0.4020 Ha
* net charge: +2
* E_HOMO (spin up / spin down): -14.97 / -14.92 eV

Atoms and positions in Å:
H  -0.26  3.11  1.79
N  0.05  1.76  0.19
B  0.65  0.72  -2.03
N  0.57  1.94  -1.07
C  0.94  3.23  -1.29
Ru  -0.75  -1.11  0.60
H  1.34  3.53  -2.24
C  0.63  3.94  -0.10
H  0.75  4.97  0.06
C  0.08  2.96  0.78
H  1.08  1.06  -3.10
C  -1.95  -2.21  1.62
H  -2.59  -1.94  2.48
H  -1.24  -2.98  2.00
H  -2.59  -2.67  0.84
N  -0.78  0.16  -2.13
N  1.58  -0.35  -1.39
N  -1.50  -0.40  -1.03
N  1.21  -1.08  -0.29
C  -1.53  0.02  -3.24
C  2.74  -0.84  -1.86
H  -1.12  0.39  -4.19
H  3.17  -0.48  -2.81
C  -2.74  -0.56  -2.90
C  3.18  -1.86  -1.00
C  -2.71  -0.78  -1.53
C  2.24  -1.95  0.02
H  -3.57  -0.78  -3.59
H  4.05  -2.48  -1.11
H  -3.44  -1.25  -0.86
H  2.13  -2.61  0.88
H  0.13  -2.03  -0.49
B  0.13  0.20  5.00
C  -0.17  -0.12  3.52
N  -0.36  -0.37  2.38
H  1.21  -0.30  5.25
H  -0.74  -0.26  5.72
H  0.19  1.41  5.13

---

[4]
This record from OMol25 describes a 2-piece molecular cluster, C3H8O3 overall in a non-equilibrium geometry. The level of theory is wB97M-V/def2-TZVPD.

* energy above the lowest of the compared OMol25 structures with the same formula, charge and spin: 105.6 kcal/mol
* multiplicity: 1
* Kohn-Sham gap (spin up / spin down): 6.66 / 6.65 eV
* LUMO (spin up / spin down): 0.0105 / 0.0105 Ha
* E_HOMO (spin up / spin down): -6.37 / -6.37 eV

Atoms and positions in Å:
C  0.96  -0.82  0.02
C  -1.19  -1.11  0.91
C  -0.63  1.71  -0.43
O  0.18  -1.05  1.00
O  2.22  -0.37  0.24
O  0.68  -1.22  -1.24
H  2.30  -0.09  1.16
H  1.32  -0.82  -1.84
H  -1.58  -1.63  0.04
H  -1.61  -1.44  1.84
H  -1.03  0.82  0.19
H  -0.55  1.45  -1.48
H  0.32  2.10  -0.07
H  -1.38  2.49  -0.33

---

[5]
This record from OMol25 describes an isolated molecule of C14H17N in a non-equilibrium geometry. The level of theory is wB97M-V/def2-TZVPD.

* energy above the lowest of the compared OMol25 structures with the same formula, charge and spin: 167.8 kcal/mol
* multiplicity: 1
* Kohn-Sham gap (spin up / spin down): 7.12 / 7.12 eV
* LUMO (spin up / spin down): 0.0068 / 0.0067 Ha
* E_HOMO (spin up / spin down): -6.94 / -6.94 eV

Atoms and positions in Å:
C  0.53  3.14  0.65
C  1.45  3.02  -0.40
C  -0.41  2.23  0.98
C  1.26  2.12  -1.46
C  -2.77  0.86  -0.94
C  -2.18  0.90  0.29
C  -2.10  0.80  -2.19
C  -0.69  0.89  0.49
C  0.19  1.32  -1.80
C  0.20  -0.12  0.47
C  1.59  0.02  1.00
C  0.56  -2.04  -1.05
C  -0.42  -2.41  1.17
C  -0.35  -1.44  -0.03
N  -0.83  1.10  -2.40
H  0.69  4.11  1.17
H  2.29  3.66  -0.24
H  -1.00  2.62  1.72
H  2.12  1.99  -2.22
H  -3.77  0.86  -0.99
H  -2.60  1.08  1.21
H  -2.78  0.65  -3.12
H  1.76  -0.76  1.66
H  1.85  1.01  1.51
H  2.19  -0.22  0.23
H  1.48  -2.32  -0.46
H  0.68  -1.39  -2.04
H  0.13  -2.92  -1.25
H  -0.89  -2.09  2.13
H  0.56  -2.93  1.46
H  -1.04  -3.15  0.92
H  -1.26  -1.15  -0.62

---

[6]
This record from OMol25 describes a 2-piece molecular cluster, C6H16N4 overall in a non-equilibrium geometry. The level of theory is wB97M-V/def2-TZVPD.

* energy above the lowest of the compared OMol25 structures with the same formula, charge and spin: 194.4 kcal/mol
* multiplicity: 1
* Kohn-Sham gap (spin up / spin down): 3.82 / 3.25 eV
* LUMO (spin up / spin down): -0.4422 / -0.4539 Ha
* net charge: +2
* E_HOMO (spin up / spin down): -15.86 / -15.60 eV

Atoms and positions in Å:
C  0.81  0.74  -0.26
C  0.19  -1.80  -0.12
C  3.14  -0.35  0.01
C  -3.23  -0.97  1.13
C  0.10  2.00  -0.34
C  -0.05  -0.35  -0.44
N  -3.89  -1.41  -1.13
N  2.19  0.73  -0.11
N  -3.14  -1.13  -0.24
N  1.05  3.10  -0.15
H  -0.25  -2.52  -0.77
H  1.33  -1.86  -0.30
H  -0.03  -1.95  0.95
H  3.25  -1.01  -0.90
H  2.93  -0.96  0.87
H  4.13  0.26  0.05
H  -3.97  -0.35  1.39
H  -2.29  -0.74  1.68
H  -3.63  -1.87  1.56
H  -0.34  2.11  -1.35
H  -0.56  2.11  0.51
H  -0.80  0.07  -0.90
H  -3.47  -1.30  -2.05
H  1.31  3.67  -0.92
H  2.55  1.65  0.02
H  0.88  3.64  0.68

---

[7]
This record from OMol25 describes an isolated molecule of C19H26N2OS in a non-equilibrium geometry. The level of theory is wB97M-V/def2-TZVPD.

* energy above the lowest of the compared OMol25 structures with the same formula, charge and spin: 11.2 kcal/mol
* multiplicity: 1
* Kohn-Sham gap: 7.65 eV
* LUMO: -0.0224 Ha
* E_HOMO: -8.26 eV
* SMILES string: CCCCCCCCNC(=O)/C(C#N)=C/c1ccc(SC)cc1

Atoms and positions in Å:
C  -7.71  -3.57  1.00
C  -6.35  -3.28  0.39
C  -6.12  -1.79  0.17
C  -4.75  -1.50  -0.44
C  -4.52  -0.02  -0.74
C  -4.28  0.81  0.52
C  -4.27  2.32  0.26
C  -3.17  2.77  -0.69
N  -1.85  2.44  -0.20
C  -1.05  1.55  -0.81
O  -1.34  0.98  -1.84
C  0.26  1.31  -0.12
C  0.44  1.93  1.13
N  0.49  2.47  2.15
C  1.16  0.52  -0.76
C  2.49  0.13  -0.38
C  3.11  0.51  0.82
C  4.40  0.11  1.10
C  5.12  -0.68  0.20
S  6.75  -1.11  0.67
C  7.38  -2.07  -0.74
C  4.51  -1.06  -1.00
C  3.23  -0.66  -1.27
H  -7.86  -4.63  1.14
H  -7.81  -3.08  1.96
H  -8.51  -3.20  0.35
H  -6.26  -3.80  -0.57
H  -5.57  -3.67  1.04
H  -6.90  -1.40  -0.49
H  -6.21  -1.28  1.13
H  -4.67  -2.06  -1.38
H  -3.97  -1.86  0.23
H  -5.39  0.38  -1.27
H  -3.65  0.07  -1.40
H  -5.06  0.60  1.25
H  -3.32  0.52  0.96
H  -4.15  2.84  1.21
H  -5.23  2.61  -0.16
H  -3.27  2.29  -1.67
H  -3.23  3.86  -0.83
H  -1.58  2.84  0.68
H  0.81  0.14  -1.71
H  2.58  1.11  1.53
H  4.87  0.40  2.03
H  8.40  -2.33  -0.47
H  6.79  -2.97  -0.87
H  7.38  -1.46  -1.63
H  5.04  -1.67  -1.72
H  2.77  -0.97  -2.20

---

[8]
This record from OMol25 describes C31H20F3N4OPPdS as an isolated structure. The level of theory is wB97M-V/def2-TZVPD.

* energy above the lowest of the compared OMol25 structures with the same formula, charge and spin: 24.6 kcal/mol
* multiplicity: 6
* Kohn-Sham gap (spin up / spin down): 5.98 / 3.82 eV
* LUMO (spin up / spin down): -0.1339 / -0.2523 Ha
* net charge: +1
* E_HOMO (spin up / spin down): -9.63 / -10.68 eV

Atoms and positions in Å:
Pd  0.06  -0.20  0.06
O  2.77  0.76  -1.06
N  2.24  0.37  0.11
C  3.23  0.64  1.10
C  3.01  0.63  2.45
C  4.17  0.93  3.26
C  4.13  0.96  4.61
C  2.92  0.70  5.29
C  1.78  0.42  4.55
C  1.77  0.37  3.17
P  0.14  0.03  2.47
C  -0.46  -1.43  3.36
C  0.08  -2.67  2.99
C  -0.29  -3.82  3.66
C  -1.21  -3.75  4.70
C  -1.74  -2.52  5.08
C  -1.37  -1.37  4.41
C  -0.87  1.45  2.94
C  -2.27  1.38  2.92
C  -3.02  2.52  3.17
C  -2.39  3.73  3.42
C  -1.01  3.81  3.42
C  -0.25  2.68  3.19
H  2.05  0.71  -1.72
H  4.20  0.87  0.70
H  5.10  1.13  2.73
H  5.03  1.20  5.17
H  2.88  0.73  6.37
H  0.86  0.23  5.09
H  0.81  -2.72  2.20
H  0.14  -4.77  3.38
H  -1.50  -4.65  5.23
H  -2.44  -2.46  5.90
H  -1.77  -0.41  4.73
H  -2.77  0.45  2.72
H  -4.10  2.46  3.16
H  -2.98  4.62  3.60
H  -0.51  4.75  3.59
H  0.83  2.76  3.18
N  1.87  4.93  1.81
C  1.08  4.59  1.03
N  0.15  4.25  0.14
C  -0.02  3.00  -0.02
N  -0.23  1.86  -0.20
S  -3.19  -1.46  0.54
C  -2.00  -0.70  -0.02
F  0.65  -9.58  -1.58
C  1.75  -8.83  -1.57
F  2.59  -9.32  -0.66
F  2.34  -8.94  -2.77
C  1.45  -7.37  -1.28
C  0.13  -6.94  -1.13
C  -0.11  -5.61  -0.87
C  0.97  -4.70  -0.75
C  2.30  -5.17  -0.90
C  2.53  -6.49  -1.17
C  0.72  -3.36  -0.50
C  0.51  -2.15  -0.26
H  -0.68  -7.64  -1.22
H  -1.12  -5.24  -0.76
H  3.11  -4.46  -0.82
H  3.54  -6.86  -1.29

---

Q: Among the records above, which one has the highest multiplicity?
A: C31H20F3N4OPPdS